No. 1
Entry from the OMol25 dataset: an isolated molecule of C21H31N3O2S (ωB97M-V/def2-TZVPD).

**Relative energy (zero: lowest compared OMol25 entry of this formula, charge and spin)**: 8.2 kcal per mole
**Structure (SMILES)**: CCOc1ccc(NC(=S)N2CCC(NC(=O)C3CCCCC3)CC2)cc1
**Total charge**: 0
**Max |F|**: 0.8 eV/Å
**LUMO level**: 0.5 eV

Geometry as XYZ:
```
58
Properties=species:S:1:pos:R:3:forces:R:3
C 3.608 0.232 -6.988 -0.12 -0.36 0.19
C 3.732 -1.173 -6.404 0.30 0.28 -0.15
O 2.478 -1.767 -6.141 -0.23 -0.11 0.05
C 1.771 -1.401 -5.034 -0.16 0.01 0.14
C 0.513 -1.993 -4.904 0.23 0.12 -0.05
C -0.293 -1.724 -3.821 0.02 0.10 -0.06
C 0.145 -0.857 -2.824 0.43 -0.08 -0.39
C 1.389 -0.252 -2.960 -0.38 -0.18 0.17
C 2.198 -0.517 -4.050 0.24 -0.09 -0.36
H 3.158 -0.029 -4.107 0.08 0.03 -0.06
H 1.736 0.434 -2.200 0.04 0.04 0.09
N -0.647 -0.512 -1.722 -0.25 0.60 0.54
C -1.502 -1.317 -1.028 -0.17 -0.20 -0.02
N -2.330 -0.693 -0.148 0.23 0.18 -0.20
C -2.868 -1.401 0.990 -0.01 -0.40 0.39
C -2.093 -1.003 2.248 -0.25 0.18 -0.12
H -2.503 -1.523 3.115 -0.01 -0.01 0.05
C -2.165 0.515 2.463 0.38 -0.24 -0.22
N -1.414 0.921 3.642 -0.41 0.03 0.11
C -0.069 0.826 3.756 -0.15 0.10 0.50
O 0.642 0.466 2.838 0.29 -0.16 -0.27
C 0.520 1.171 5.126 0.32 -0.09 0.17
C -0.328 2.068 6.031 -0.16 0.00 -0.24
C -0.484 3.466 5.436 0.12 0.12 0.28
C 0.888 4.099 5.230 -0.12 0.01 -0.28
C 1.749 3.217 4.332 0.14 0.04 0.28
C 1.896 1.817 4.922 -0.03 -0.09 -0.31
H 2.482 1.194 4.246 0.02 0.00 0.11
H 2.416 1.872 5.880 0.00 -0.03 0.06
H 1.288 3.140 3.345 0.03 0.03 -0.10
H 2.736 3.666 4.206 0.00 0.00 -0.10
H 0.778 5.090 4.785 0.03 0.05 0.07
H 1.380 4.221 6.198 0.03 0.06 0.06
H -1.000 3.406 4.475 -0.06 0.05 0.00
H -1.086 4.086 6.104 -0.06 0.00 -0.06
H -1.304 1.624 6.245 0.00 -0.03 0.09
H 0.190 2.154 6.990 -0.06 -0.06 0.04
H 0.662 0.201 5.622 -0.02 0.05 -0.07
H -1.950 1.126 4.467 0.12 0.05 0.00
C -1.665 1.239 1.207 -0.27 -0.02 -0.06
C -2.450 0.739 -0.008 0.12 0.43 0.09
H -2.135 1.242 -0.923 -0.09 -0.06 0.06
H -3.516 0.959 0.138 0.06 0.03 -0.09
H -1.793 2.317 1.321 0.01 0.05 0.01
H -0.603 1.025 1.090 -0.04 0.06 -0.04
H -3.209 0.801 2.642 0.09 -0.01 -0.01
H -1.047 -1.290 2.134 0.01 -0.04 0.02
H -2.777 -2.471 0.805 -0.13 0.22 0.04
H -3.928 -1.147 1.098 -0.01 -0.01 -0.04
S -1.567 -2.956 -1.242 0.12 -0.67 -0.08
H -0.326 0.316 -1.238 -0.17 -0.07 -0.08
H -1.261 -2.189 -3.744 -0.02 -0.01 -0.02
H 0.187 -2.671 -5.676 -0.05 -0.08 -0.10
H 4.198 -1.837 -7.138 0.00 0.08 0.16
H 4.356 -1.168 -5.502 -0.05 -0.07 -0.07
H 4.595 0.622 -7.220 0.11 0.08 -0.03
H 3.016 0.200 -7.899 -0.03 0.02 -0.09
H 3.118 0.903 -6.286 -0.01 0.10 0.02
```
Forces are in eV/Å.

=====

No. 2
Entry from the OMol25 dataset: an isolated molecule of C21H31N3O3 (ωB97M-V/def2-TZVPD).

**Relative energy (zero: lowest compared OMol25 entry of this formula, charge and spin)**: 31.3 kcal per mole
**Structure (SMILES)**: COc1ccccc1CN1CCNC(=O)[C@H]1CC(=O)NC1CCCCCC1
**Total charge**: 0
**Max |F|**: 0.6 eV/Å
**LUMO level**: 0.7 eV

Geometry as XYZ:
```
58
Properties=species:S:1:pos:R:3:forces:R:3
C -2.834 -2.779 2.237 0.15 -0.18 0.28
H -3.546 -2.470 3.000 0.06 -0.06 -0.02
O -3.098 -1.955 1.121 0.05 0.17 -0.34
C -2.330 -2.100 0.008 -0.05 0.08 -0.22
C -1.378 -3.099 -0.162 -0.04 -0.07 0.25
C -0.664 -3.191 -1.344 -0.05 0.00 -0.05
C -0.895 -2.301 -2.377 0.08 0.01 -0.13
C -1.835 -1.299 -2.209 -0.02 -0.13 0.10
C -2.548 -1.177 -1.027 -0.18 -0.05 0.18
C -3.505 -0.034 -0.831 -0.12 -0.02 0.01
N -2.830 1.261 -0.790 0.02 0.07 0.04
C -3.746 2.331 -0.451 -0.19 0.21 -0.18
H -4.531 1.989 0.244 0.08 0.05 -0.05
H -4.242 2.641 -1.380 -0.08 0.03 0.15
C -3.041 3.535 0.182 -0.29 -0.29 0.21
N -1.706 3.684 -0.342 -0.09 0.54 -0.22
C -0.868 2.641 -0.431 -0.09 -0.28 -0.16
O 0.324 2.769 -0.659 0.40 0.03 -0.06
C -1.516 1.289 -0.190 0.22 -0.07 0.08
C -1.411 0.945 1.324 0.00 -0.21 -0.08
H -2.303 0.406 1.644 0.07 -0.01 0.03
H -1.318 1.851 1.929 -0.04 0.00 0.06
C -0.206 0.051 1.610 -0.21 0.45 0.00
O -0.290 -0.944 2.308 -0.13 -0.39 0.26
N 0.934 0.463 1.039 0.30 0.08 -0.11
H 0.939 1.285 0.444 -0.18 0.02 -0.04
C 2.151 -0.326 1.026 0.06 -0.17 0.15
C 3.330 0.542 1.479 -0.14 0.03 -0.05
H 4.109 -0.099 1.894 0.06 -0.01 0.05
C 3.944 1.425 0.390 0.27 -0.10 0.23
C 5.054 0.717 -0.385 -0.18 0.11 -0.28
C 4.567 -0.355 -1.357 0.24 -0.11 0.24
C 3.700 -1.442 -0.721 -0.16 0.12 -0.28
H 4.191 -1.845 0.165 0.08 -0.13 0.06
C 2.297 -0.947 -0.371 0.12 -0.18 0.25
H 1.584 -1.773 -0.436 -0.07 0.10 -0.02
H 1.991 -0.207 -1.114 -0.06 0.02 -0.06
H 3.606 -2.258 -1.442 0.04 -0.06 0.07
H 3.998 0.121 -2.159 -0.01 0.00 -0.08
H 5.443 -0.824 -1.813 -0.01 0.03 -0.09
H 5.748 0.265 0.329 0.06 0.02 0.04
H 5.615 1.461 -0.956 0.08 -0.01 0.04
H 3.172 1.779 -0.294 -0.07 0.15 -0.09
H 4.381 2.305 0.868 -0.08 0.05 -0.05
H 2.965 1.171 2.294 0.03 -0.10 0.05
H 2.001 -1.122 1.765 0.04 0.13 -0.14
H -0.922 0.550 -0.739 0.01 0.32 0.16
H -1.319 4.609 -0.460 0.10 -0.15 0.03
H -3.607 4.444 -0.024 0.05 -0.09 0.05
H -2.997 3.403 1.271 -0.08 0.07 -0.11
H -4.088 -0.212 0.085 0.02 0.08 -0.15
H -4.206 0.010 -1.673 -0.04 -0.07 0.10
H -2.015 -0.582 -2.996 -0.02 0.11 -0.10
H -0.342 -2.379 -3.301 0.05 -0.01 -0.08
H 0.075 -3.971 -1.455 0.06 -0.06 0.00
H -1.175 -3.801 0.630 0.00 -0.05 0.11
H -1.816 -2.617 2.599 -0.09 -0.03 -0.03
H -2.994 -3.836 2.002 -0.03 0.03 -0.02
```
Forces are in eV/Å.

=====

No. 3
Entry from the OMol25 dataset: an isolated molecule of C21H31N3O3 (ωB97M-V/def2-TZVPD).

**Relative energy (zero: lowest compared OMol25 entry of this formula, charge and spin)**: 42.9 kcal per mole
**Structure (SMILES)**: COCCN1CCN(C(=O)[C@@H]2CCC(=O)N(CCc3ccccc3)C2)CC1
**Total charge**: 0
**Max |F|**: 0.5 eV/Å
**LUMO level**: 0.6 eV

Geometry as XYZ:
```
58
Properties=species:S:1:pos:R:3:forces:R:3
C -7.668 -1.024 -0.913 -0.02 -0.07 0.01
H -8.633 -0.694 -1.293 -0.03 -0.10 0.01
O -6.828 0.100 -0.919 0.14 0.24 -0.01
C -5.533 -0.175 -0.442 0.23 0.11 0.05
C -4.734 1.138 -0.485 -0.37 -0.24 -0.07
N -3.359 1.073 -0.048 0.03 -0.09 0.02
C -2.486 0.269 -0.877 0.27 0.19 -0.04
H -2.658 0.526 -1.924 0.00 -0.04 -0.03
C -1.031 0.581 -0.503 -0.15 -0.22 -0.40
N -0.820 0.283 0.894 -0.27 0.36 0.06
C -0.084 -0.709 1.446 0.24 -0.25 -0.28
O -0.101 -0.917 2.645 0.07 -0.12 0.34
C 0.837 -1.502 0.516 -0.01 0.05 0.26
C 2.080 -0.644 0.226 -0.44 0.02 0.20
N 2.977 -1.380 -0.629 -0.01 0.18 -0.20
C 3.345 -2.636 -0.272 -0.03 -0.13 0.36
O 4.059 -3.337 -0.962 0.27 -0.27 -0.19
C 2.785 -3.051 1.071 -0.04 -0.21 -0.10
C 1.272 -2.826 1.165 -0.07 0.00 0.11
H 0.754 -3.655 0.682 0.00 0.00 0.02
H 0.979 -2.811 2.217 -0.01 -0.05 -0.14
H 3.294 -2.462 1.838 0.02 0.00 0.04
H 3.024 -4.101 1.237 0.09 0.11 -0.04
C 3.435 -0.816 -1.877 0.38 -0.10 -0.24
H 3.706 -1.655 -2.524 -0.11 0.15 0.02
H 2.618 -0.252 -2.336 0.01 -0.03 0.01
C 4.665 0.089 -1.692 -0.28 -0.12 -0.07
C 4.359 1.251 -0.793 0.17 0.01 -0.03
C 3.596 2.318 -1.255 0.04 -0.01 0.01
C 3.262 3.364 -0.414 -0.09 0.06 -0.06
C 3.689 3.360 0.903 -0.02 0.06 0.11
C 4.457 2.308 1.371 -0.01 0.04 0.11
C 4.788 1.261 0.528 0.02 0.00 -0.08
H 5.387 0.440 0.897 0.07 -0.10 0.03
H 4.799 2.302 2.395 0.03 0.00 0.09
H 3.429 4.176 1.560 -0.02 0.07 0.05
H 2.669 4.186 -0.788 -0.04 0.07 -0.03
H 3.265 2.328 -2.285 -0.03 0.00 -0.12
H 5.473 -0.511 -1.273 0.03 -0.02 -0.06
H 4.973 0.446 -2.677 0.07 -0.01 -0.01
H 1.808 0.290 -0.267 0.08 -0.03 0.06
H 2.563 -0.387 1.176 -0.10 0.10 -0.06
H 0.330 -1.716 -0.428 0.07 0.09 0.02
C -1.724 1.043 1.737 -0.24 -0.08 0.43
C -3.172 0.740 1.351 0.27 0.19 0.05
H -3.847 1.350 1.952 -0.03 -0.02 0.04
H -3.375 -0.324 1.560 -0.02 0.04 0.04
H -1.533 0.765 2.773 -0.02 0.10 -0.13
H -1.523 2.109 1.594 -0.04 -0.01 0.03
H -0.355 0.020 -1.143 0.04 0.02 0.05
H -0.853 1.651 -0.654 0.02 -0.07 -0.07
H -2.657 -0.814 -0.745 0.03 0.02 -0.06
H -5.253 1.870 0.138 -0.03 0.01 -0.06
H -4.747 1.508 -1.514 -0.06 0.03 0.02
H -5.054 -0.941 -1.073 -0.03 0.03 0.09
H -5.583 -0.562 0.588 0.02 -0.01 -0.10
H -7.792 -1.424 0.102 -0.02 0.01 -0.04
H -7.274 -1.820 -1.557 -0.03 0.02 0.02
```
Forces are in eV/Å.

=====

Number 1: highest occupied orbital energy -0.27809 Eh. Number 2: highest occupied orbital energy -0.30826 Eh. Number 3: highest occupied orbital energy -0.32276 Eh.